28
Properties=species:S:1:pos:R:3:forces:R:3:lowdin_charge:R:1 method="wB97M-V/def2-TZVPD" orbital_gap_ev=7.42 lumo_ev=-3.9 charge=+1 homo_ev=-11.368 largest_force_ev_per_a=5.66 e_above_lowest_ev=3.8044
C -1.776 -0.618 -0.001 -0.15 0.53 -0.55 -0.015
C -1.567 1.579 -0.034 -3.22 0.66 0.90 -0.036
C -0.497 -0.325 -0.362 -1.86 -0.33 0.27 -0.182
C 0.572 -1.217 -0.389 4.48 -0.93 1.53 0.043
C 2.577 2.744 0.287 0.00 2.13 0.42 -0.059
C 3.193 1.401 0.435 -1.38 0.39 -2.09 0.003
C 1.274 2.889 -0.093 -0.28 -1.99 -0.05 -0.038
C 2.333 0.479 -0.019 -3.89 2.28 -0.05 -0.004
C 1.896 -0.862 -0.053 -0.73 -0.24 -1.22 -0.249
C 0.780 1.633 -0.654 4.40 -0.61 3.52 -0.104
C 3.020 -1.827 0.206 0.37 -2.08 -0.26 -0.044
C -5.031 -0.092 -0.635 -1.31 2.29 2.63 -0.272
N -2.456 0.561 0.144 1.46 0.23 0.04 -0.407
N -0.434 1.045 -0.387 1.03 -0.30 -0.51 0.027
S -4.028 0.702 0.746 -1.07 -0.17 0.00 0.952
H -2.229 -1.549 0.184 -0.44 -0.82 0.11 0.134
H -1.899 2.598 0.268 0.90 -0.76 -0.84 0.178
H 0.384 -2.287 -0.231 -0.35 0.51 -0.49 0.140
H 3.110 3.692 0.404 0.36 -0.60 0.49 0.112
H 4.241 1.174 0.560 0.11 0.41 0.44 0.121
H 0.509 3.661 -0.093 1.13 0.88 0.19 0.115
H 1.313 1.466 -1.525 -0.12 -0.67 -2.60 0.138
H 2.621 -2.665 0.869 0.90 0.94 -0.79 0.105
H 3.981 -1.379 0.642 -1.68 -0.53 -0.56 0.107
H 3.291 -2.297 -0.819 -0.28 0.67 1.70 0.126
H -5.769 -0.666 -0.033 0.39 0.20 -0.76 0.050
H -4.358 -0.711 -1.133 0.70 -0.90 -1.30 0.004
H -5.528 0.768 -1.142 0.56 -1.17 -0.18 0.054